Below is one molecule with the formula C13H13PS in a non-equilibrium geometry, with properties calculated with ωB97M-V with the def2-TZVPD basis set.

## Properties
relative energy (zero: lowest compared OMol25 entry of this formula, charge and spin) = 23.6 kcal per mole
frontier orbital gap = 7.730 eV
E_tot = -33812.95203 eV
net charge = 0
SMILES = S=[PH2][C@@H]1C=CC=C/C1=C\c1ccccc1
E_HOMO = -7.97 eV
LUMO = -0.24 eV

Each line ends with the Löwdin charge.
Positions of all 28 atoms, in Å:
S1 -3.15000 -2.76547 -0.71909  0.097
P1 -3.28603 -0.87332 -0.48398  0.314
C1 -2.21195 0.03652 0.77612  -0.432
C2 -2.97352 1.40591 0.67859  -0.149
C3 -2.40574 2.40783 -0.05998  -0.124
C4 -1.16070 2.31784 -0.75412  -0.105
C5 -0.34894 1.27787 -0.49788  -0.027
C6 -0.78506 0.17486 0.47065  -0.244
C7 0.05933 -0.81855 0.82314  0.014
C8 1.50971 -0.86070 0.39143  -0.234
C9 2.24486 0.33018 0.43633  -0.078
C10 3.58514 0.34280 0.01931  -0.085
C11 4.22885 -0.88286 -0.24760  -0.082
C12 3.44799 -2.07047 -0.21995  -0.107
C13 2.14689 -2.03060 0.09834  -0.091
H1 -2.80125 -0.19279 -1.49317  -0.052
H2 -4.70015 -0.35192 -0.31121  0.033
H3 -2.44526 -0.28628 1.89678  0.167
H4 -3.93389 1.40483 1.27764  0.114
H5 -2.84755 3.35803 -0.23213  0.088
H6 -1.22287 2.98629 -1.61910  0.115
H7 0.61167 1.14630 -1.04496  0.115
H8 -0.17092 -1.79363 1.25400  0.119
H9 1.80792 1.21530 1.01681  0.146
H10 4.11895 1.31907 0.01097  0.109
H11 5.25147 -0.88302 -0.72812  0.115
H12 3.89190 -2.94198 -0.79063  0.126
H13 1.53918 -2.97206 0.05181  0.137